[1]
DFT (wB97M-V/def2-TZVPD) results for C9H23F3GaNO3PS as an isolated structure.

Structure (XYZ):
```
42
Properties=species:S:1:pos:R:3
N -0.20463 0.34610 2.85297
Ga -1.28127 -1.18325 2.32336
C -3.26953 -0.63374 2.25954
C -4.21173 -1.63922 3.15670
C -5.64962 -0.94274 3.61984
F -6.30932 -1.94666 4.52925
F -6.50455 -0.55442 2.46911
F -5.28782 0.21200 4.50860
P -0.96376 -2.95909 3.80003
S 0.11691 -4.34381 2.92787
H -0.79663 1.22610 2.90819
H 0.19530 0.15803 3.78888
H -0.84147 -1.62804 0.84744
H -3.44975 0.47292 2.62669
H -3.60950 -0.66781 1.12482
H -4.49809 -2.55086 2.44591
H -3.70013 -2.01134 4.14717
H -2.20040 -3.60906 4.22126
H -0.32929 -2.44755 5.01850
C 2.52796 -1.67221 -1.03490
O 2.00519 -0.47651 -1.59226
C 1.88378 0.56505 -0.61910
C 1.83650 1.93079 -1.30598
O 3.13244 2.40897 -1.68849
C 3.72067 1.76584 -2.82641
C 3.07491 2.18754 -4.15020
O 1.85330 1.47553 -4.35751
C 1.00949 2.12247 -5.29497
H 1.86836 -2.04729 -0.24623
H 2.59755 -2.41868 -1.83016
H 3.53380 -1.49784 -0.63861
H 2.72538 0.53487 0.08029
H 0.94919 0.39476 -0.07230
H 1.46065 2.66034 -0.58024
H 1.14697 1.93898 -2.15059
H 3.73565 0.68086 -2.70485
H 4.76430 2.09812 -2.84001
H 3.74636 1.94124 -4.98069
H 2.89014 3.26629 -4.13810
H 0.72817 3.11530 -4.93064
H 0.09947 1.52713 -5.40617
H 1.50507 2.20086 -6.26804
```

The multiplicity is 1. As for the charge: -1.

=====

[2]
DFT (wB97M-V/def2-TZVPD) results for C9H23F9N4NbO2S2 as an isolated structure.

Structure (XYZ):
```
50
Properties=species:S:1:pos:R:3
F 2.20153 2.02823 -0.39780
C 2.39490 1.39169 0.84858
F 3.00918 2.41106 1.64855
C 1.02821 1.07238 1.59889
C -0.02309 2.30471 1.46633
Nb -1.65545 1.87154 -0.12765
C -2.93769 0.66070 1.31744
C -2.98248 -0.92481 1.06895
C -3.05069 -1.39065 -0.45358
S -4.50556 -0.67832 -1.39824
C 3.45194 0.21390 0.80637
F 4.57428 0.69763 0.09275
F 3.92629 -0.02355 2.11383
S 2.93373 -1.39784 0.03457
F 2.01123 -1.86142 1.31850
F 4.30360 -2.11029 0.71992
F 3.90227 -1.08452 -1.30796
F 1.67708 -0.76188 -0.80523
F 2.59529 -2.86394 -0.65957
H 1.20187 0.87669 2.71081
H 0.49860 0.15135 1.19965
H -0.46871 2.53300 2.48418
H 0.55117 3.22762 1.10209
H -0.68786 0.43915 -0.68851
H -2.84637 1.75982 -1.50043
H -2.54319 3.38355 0.44918
H -0.64563 2.91973 -1.24881
H -2.49705 0.82673 2.36433
H -3.98502 1.12415 1.34796
H -3.95513 -1.30126 1.55186
H -2.14821 -1.48984 1.61635
H -3.25226 -2.52078 -0.43396
H -2.07514 -1.26976 -1.02256
H -4.81715 0.57024 -0.90163
C 8.34902 -4.07850 0.41612
O 9.09169 -5.02799 0.62139
N 7.04022 -4.08109 0.77431
N 8.77016 -2.93717 -0.18916
H 6.41475 -3.31163 0.61445
H 6.69013 -4.90858 1.22532
H 9.73462 -2.89649 -0.46982
H 8.17727 -2.14713 -0.36683
C -6.95407 2.23529 -2.25844
O -5.83434 2.02350 -1.82689
N -7.79447 1.23496 -2.63341
N -7.45788 3.48978 -2.40184
H -8.71902 1.38635 -2.99088
H -7.45412 0.29159 -2.54082
H -6.86279 4.25556 -2.13399
H -8.37565 3.68655 -2.75470
```

For the relative energy (zero: lowest compared OMol25 entry of this formula, charge and spin), the calculation gives 277.77 kJ/mol. The multiplicity is 1. As for the charge: -1.

=====

[3]
DFT (wB97M-V/def2-TZVPD) results for a 2-piece molecular cluster, C9H23N3O2S overall.

Structure (XYZ):
```
38
Properties=species:S:1:pos:R:3
C 4.54461 3.38850 0.26645
C -2.05323 -1.31282 -0.13018
C -0.78025 -0.81678 0.52607
C -2.89923 -2.13143 0.86726
C 0.05295 0.12794 -0.48484
C 1.36756 2.32597 -0.08058
C -4.32082 -2.53484 0.47502
C 1.14770 1.04014 0.09012
C 4.04409 2.66024 -0.84362
N 3.85174 1.37344 -0.68693
N -4.17336 -3.47861 -0.67172
N 1.79378 0.41922 1.25022
O 3.33731 0.63875 -1.78759
O 4.04673 0.70725 0.38455
S 3.60799 3.29178 -2.41039
H 5.60416 3.10468 0.36970
H 4.17011 3.06250 1.28599
H 4.39223 4.40652 0.08641
H -1.73668 -1.96799 -1.06870
H -2.62086 -0.47205 -0.44873
H -1.07409 -0.26861 1.41051
H -0.37489 -1.77170 1.05686
H -2.35632 -2.99820 1.14169
H -3.08572 -1.52783 1.72336
H -0.53408 0.63647 -1.18283
H 0.37116 -0.80910 -1.05892
H 2.08775 2.94290 0.43069
H 1.00094 2.92290 -0.89767
H -4.89145 -3.05667 1.24810
H -4.74780 -1.59926 0.21063
H 3.89785 -0.18988 -1.81036
H -3.41778 -4.16446 -0.58601
H -3.79013 -2.99343 -1.45165
H -5.07712 -4.00718 -0.87995
H 1.32717 -0.40257 1.56451
H 1.84302 1.18183 1.87869
H 2.94773 0.23249 0.95421
H 4.09997 4.59736 -2.03466
```

For the relative energy (zero: lowest compared OMol25 entry of this formula, charge and spin), the calculation gives 0.00 kJ/mol. The multiplicity is 1. As for the charge: +2.

=====

[4]
DFT (wB97M-V/def2-TZVPD) results for a 2-piece molecular cluster, C9H23N3OP overall.

Structure (XYZ):
```
37
Properties=species:S:1:pos:R:3
C -1.81720 0.36925 -0.57955
C -4.03042 0.40648 -1.83487
C 2.37612 -2.94025 -1.45120
C -3.35339 0.82681 1.38274
C -1.20315 -0.59006 1.53441
C 4.34647 0.74884 1.49464
C 2.89463 2.52883 0.46774
C -2.81383 1.15368 -1.41143
C 3.31662 -2.61780 -0.27261
N -2.23487 0.19039 0.76038
N 3.31456 1.12880 0.47848
N -0.80206 -0.20874 -1.09666
O 3.23007 -1.28785 0.17742
P 2.59742 0.04807 -0.49590
H -4.75606 0.12538 -1.11698
H -4.78435 1.09170 -2.36077
H -3.68040 -0.39885 -2.45242
H 1.27724 -2.46916 -1.27022
H 2.76431 -2.50445 -2.39043
H 2.01716 -3.96850 -1.62203
H -4.27027 0.22563 1.20002
H -3.28332 0.75385 2.47129
H -3.23098 1.86806 1.09127
H -1.76457 -1.28149 2.34697
H -0.70246 -1.29983 0.92346
H -0.53728 0.11241 2.02634
H 5.01571 1.62862 1.57888
H 3.83648 0.46698 2.35907
H 4.91341 -0.09706 1.09482
H 2.87639 2.81320 1.47072
H 3.46716 3.16255 -0.13768
H 1.89740 2.72363 0.00060
H -2.32078 1.55532 -2.41565
H -3.11351 1.98541 -0.84111
H 4.31007 -2.74868 -0.61354
H 2.83944 -3.11176 0.58358
H -0.78032 -0.09202 -2.09340
```

For the relative energy (zero: lowest compared OMol25 entry of this formula, charge and spin), the calculation gives 226.37 kJ/mol. The multiplicity is 1. As for the charge: +1.

=====

[5]
DFT (wB97M-V/def2-TZVPD) results for C9H23N4O8PRuS as an isolated structure.

Structure (XYZ):
```
47
Properties=species:S:1:pos:R:3
Ru 2.06818 2.21291 -1.55612
N 3.31375 -0.67802 -0.22255
N 2.73138 -1.28046 -1.35419
C 2.73136 -0.65487 -2.52862
N 2.11482 -1.22151 -3.56465
S 3.55206 0.85372 -2.73579
H 3.93403 -1.34504 0.21891
H 2.56752 -0.40329 0.41221
H 2.04167 -2.01280 -1.22080
H 1.32968 -1.83067 -3.36047
H 1.97524 -0.62362 -4.36447
O 1.27405 3.69541 0.30230
N 2.21269 3.18417 0.92270
O 2.43648 3.30377 2.09209
O 3.03304 2.46024 0.18201
O 1.57942 3.32470 -2.61396
C -1.88254 -2.32568 0.75988
C -0.42371 -2.18991 1.16804
C -0.27961 -2.21381 2.68307
C 0.42642 -3.28654 0.54373
O 0.12775 -0.90588 0.77192
P -0.12483 -0.14319 -0.61464
O 0.89926 0.99022 -0.44124
O -0.02077 -1.06859 -1.76222
O -1.58685 0.43675 -0.57458
C -2.11627 1.61234 0.12112
C -1.50068 1.75571 1.50312
C -1.85342 2.82888 -0.74590
C -3.60896 1.33177 0.22005
H -2.27818 -3.27622 1.11956
H -1.98878 -2.28777 -0.32522
H -2.47569 -1.52008 1.19040
H -0.61299 -3.17314 3.08046
H -0.87509 -1.42053 3.13486
H 0.76338 -2.05980 2.96061
H 0.11392 -4.26941 0.89670
H 1.47477 -3.12853 0.81267
H 0.32220 -3.27789 -0.54248
H -0.43163 1.95606 1.45231
H -1.66223 0.85391 2.09417
H -1.98144 2.59239 2.01260
H -0.78864 3.03930 -0.81405
H -2.33641 3.69974 -0.29935
H -2.26073 2.67831 -1.74581
H -3.78945 0.44004 0.82093
H -4.02508 1.17092 -0.77422
H -4.11906 2.17600 0.68491
```

For the relative energy (zero: lowest compared OMol25 entry of this formula, charge and spin), the calculation gives 0.00 kJ/mol. The multiplicity is 1.

=====

[6]
DFT (wB97M-V/def2-TZVPD) results for C9H24AlN4S3 as an isolated structure.

Structure (XYZ):
```
41
Properties=species:S:1:pos:R:3
Al 0.68031 0.66838 0.11037
S -0.54728 -3.19151 -0.30446
S -0.59619 2.76903 -0.35575
C 1.10293 -3.96029 -0.41065
C -0.58288 -2.43108 -1.93242
C 0.34168 -1.23613 -2.14689
N -0.24648 0.05415 -1.69417
C 0.18101 1.21742 -2.54534
C -0.66685 2.39710 -2.16936
H -1.63787 -2.18298 -2.09823
H -0.30209 -3.21924 -2.64230
H 0.58865 -1.16962 -3.22262
H 1.29299 -1.35472 -1.60807
H 0.08915 0.98029 -3.60695
H 1.24372 1.37655 -2.32396
H -1.73526 2.22821 -2.35211
H -0.37389 3.31585 -2.68252
C 1.11182 3.56469 -0.36034
H -1.27517 -0.00970 -1.73335
H 1.87905 2.88391 -0.76486
H 1.35225 3.86883 0.66699
H 1.04773 4.46289 -0.98899
H 1.54257 -3.89588 0.58992
H 1.77148 -3.51126 -1.15152
H 0.92072 -5.01022 -0.66341
C -3.15798 -0.05896 0.50398
C -2.53332 -0.06502 1.77412
H -2.84436 -0.89111 -0.20871
H -3.21559 0.94429 -0.00455
H -1.92077 -0.95183 2.09597
H -2.19851 0.86109 2.32010
N 0.72280 1.65046 2.00075
N 0.76489 0.76566 3.11637
C 0.93075 -0.53916 2.88171
N 0.93137 -1.35137 3.95459
S 1.30890 -1.14877 1.27381
H 0.09324 2.45056 2.16301
H 1.66345 2.02805 1.79210
H 0.47696 1.11842 4.03346
H 0.95372 -2.38493 3.79645
H 0.84234 -1.04204 4.89786
```

For the relative energy (zero: lowest compared OMol25 entry of this formula, charge and spin), the calculation gives 91.08 kJ/mol. The multiplicity is 1. As for the charge: +3.

=====

[7]
DFT (wB97M-V/def2-TZVPD) results for C9H24F2NO15S5V as an isolated structure.

Structure (XYZ):
```
57
Properties=species:S:1:pos:R:3
O 19.10891 -8.46190 6.62330
V 18.74138 -10.02711 6.43626
O 18.80331 -10.45637 4.88378
N 17.50860 -10.76619 8.02043
S 17.89429 -10.96223 9.54081
O 18.45155 -12.19467 9.82297
O 17.10670 -10.25803 10.55431
F 19.19100 -9.99705 9.47142
S 15.99918 -11.57934 8.23195
O 14.88204 -10.64292 8.40054
O 15.87415 -12.93613 8.73562
F 15.83117 -11.94317 6.61852
O 20.22576 -4.44843 3.60365
S 20.05696 -5.63258 4.46697
O 19.69562 -6.86629 3.83812
O 21.30952 -5.88247 5.48840
C 22.40209 -4.96493 5.46584
C 23.34085 -5.53983 6.49819
C 18.83347 -5.21155 5.81201
H 22.00111 -3.98824 5.73675
H 22.87562 -4.95406 4.48413
H 23.22267 -6.61688 6.37942
H 23.23340 -5.16713 7.51684
H 24.35634 -5.29450 6.18721
H 19.01503 -5.83919 6.68449
H 17.84171 -5.35475 5.38305
H 19.04611 -4.17507 6.07391
O 22.30335 -12.24620 7.60942
S 21.96240 -10.84478 7.29894
O 20.82884 -10.48792 6.48289
O 21.95272 -9.91880 8.62641
C 22.62799 -10.34721 9.83812
C 22.71590 -8.93203 10.36405
C 23.40433 -10.02220 6.48683
H 23.62847 -10.71276 9.60682
H 22.03857 -10.97030 10.51075
H 23.18019 -8.85836 11.34747
H 21.70780 -8.52896 10.46086
H 23.30983 -8.30598 9.69815
H 22.92180 -9.78145 5.53957
H 24.21288 -10.75314 6.49527
H 23.52201 -9.07595 7.01492
O 15.49240 -7.61871 3.87396
S 15.71248 -8.01331 5.24881
O 16.57702 -9.04154 5.61662
O 16.04197 -6.67193 6.18896
C 16.33419 -6.78416 7.58542
C 15.88200 -5.47397 8.20544
C 13.98484 -8.39464 5.85011
H 17.41678 -6.77248 7.71185
H 16.04304 -7.71116 8.07938
H 16.49587 -4.57979 8.09730
H 15.89821 -5.69756 9.27214
H 14.83645 -5.25142 7.99237
H 14.16351 -9.07155 6.68556
H 13.60039 -8.94820 4.99345
H 13.48831 -7.50314 6.23323
```

For the relative energy (zero: lowest compared OMol25 entry of this formula, charge and spin), the calculation gives 0.00 kJ/mol. The multiplicity is 1.

=====

[8]
DFT (wB97M-V/def2-TZVPD) results for C9H24F2NO15S5V as an isolated structure.

Structure (XYZ):
```
57
Properties=species:S:1:pos:R:3
O 1.94956 0.71602 -1.59051
V 0.71290 -0.03617 -0.92975
O 0.89033 0.00855 0.67458
N -1.45474 -1.67899 -3.37145
S -1.79054 -1.74397 -5.10090
O -2.91601 -0.91387 -5.57881
O -1.46157 -2.93577 -5.90043
F -0.56271 -0.77009 -5.49610
S -2.56446 -2.78087 -3.22964
O -2.12851 -4.17755 -3.48186
O -3.97854 -2.46046 -3.26653
F -2.22448 -2.71988 -1.61455
O -1.60839 5.24064 -2.94081
S -2.01915 5.01068 -1.62616
O -1.65363 3.71151 -1.01119
O -1.57583 6.27555 -0.65669
C -1.21922 7.48742 -1.27925
C -2.20174 8.57443 -0.87177
C -3.83877 5.41956 -1.47513
H -0.98454 7.44762 -2.34294
H -0.21393 7.72924 -0.93428
H -2.20763 8.57899 0.21820
H -3.25682 8.42473 -1.10087
H -1.71447 9.53428 -1.04309
H -4.31438 4.53118 -1.89068
H -4.02613 6.34378 -2.02177
H -4.16744 5.48934 -0.43821
O 5.56908 -3.11421 -2.45806
S 4.71040 -3.82778 -1.48170
O 3.41248 -3.36449 -1.23059
O 4.66976 -5.43135 -1.85758
C 4.25087 -5.71761 -3.21344
C 2.69722 -5.69398 -3.42303
C 5.63503 -4.07357 0.06887
H 4.61637 -6.73710 -3.33642
H 4.78897 -5.02724 -3.86302
H 2.43201 -6.26891 -4.31028
H 2.26809 -4.69200 -3.42484
H 2.31974 -6.09767 -2.48355
H 6.62817 -4.48062 -0.12109
H 4.96996 -4.65970 0.70309
H 5.80682 -3.09121 0.50881
O -0.12164 1.87491 6.56948
S -0.50596 0.63755 7.29639
O -0.85534 0.66576 8.67849
O -1.67194 -0.13824 6.39322
C -1.49939 -0.51804 5.04729
C -2.58924 -1.38902 4.41357
C 0.69734 -0.70052 7.00053
H -0.61221 -1.14141 4.93577
H -1.46268 0.38213 4.43374
H -3.57970 -1.08318 4.75056
H -2.47577 -2.42349 4.73776
H -2.43236 -1.28994 3.33947
H 0.29205 -1.71213 7.02254
H 1.56549 -0.56920 7.64642
H 1.00700 -0.62348 5.95829
```

For the relative energy (zero: lowest compared OMol25 entry of this formula, charge and spin), the calculation gives 541.28 kJ/mol. The multiplicity is 1.

=====

no.,HOMO energy (eV),Kohn-Sham gap (eV),E_LUMO (eV)
1,-4.46,7.2,2.7
2,-4.69,5.9,1.2
3,-14.27,8.7,-5.6
4,-11.15,6.6,-4.6
5,-8.99,8.2,-0.8
6,-17.27,4.7,-12.6
7,-10.99,9.3,-1.7
8,-9.80,4.4,-5.4